No. 1
53
Properties=species:S:1:pos:R:3:forces:R:3:lowdin_charge:R:1 method="wB97M-V/def2-TZVPD" s_squared=0.78 orbital_gap_ev="6.9 / 6.8" largest_force_ev_per_a=2.4 spin_multiplicity=2 lumo_energy_ev="-0.43 / -0.23"
Mo 0.0700 0.0114 -0.0366 1.48 -1.74 0.78 1.144
Cl 1.2838 4.0657 5.8648 0.03 0.02 0.01 0.670
C 0.8283 2.8402 4.7459 -0.02 -0.04 0.02 -0.720
C 1.0743 2.9995 3.3886 0.00 0.01 0.07 -0.706
Cl 1.8592 4.4150 2.8055 0.01 0.02 -0.04 0.695
C 0.6820 2.0114 2.4983 -0.18 -0.22 0.26 -0.552
Cl 1.0133 2.1739 0.8001 0.29 0.59 -0.11 0.741
C 0.0150 0.8340 2.8937 0.18 0.30 0.28 -0.485
O -0.3764 -0.0698 2.0617 -0.27 0.46 -0.94 -0.274
C -0.1973 0.6976 4.2889 -0.01 -0.05 -0.16 -0.610
Cl -0.9758 -0.7428 4.8113 -0.03 -0.04 0.03 0.722
C 0.1998 1.6705 5.1905 0.02 0.03 -0.15 -0.702
Cl -0.0821 1.4439 6.8695 -0.02 0.01 0.05 0.690
O -0.5959 -1.9151 -0.2916 -0.53 0.34 0.15 -0.304
N 0.1685 -2.9366 0.1176 0.65 -0.37 0.08 -0.170
C -0.4000 -4.1623 0.0967 -0.21 -0.10 -0.11 -0.019
C 0.2954 -5.2812 0.4498 -0.04 0.03 0.00 -0.055
C 1.6317 -5.1475 0.8457 0.09 0.20 0.00 -0.055
C 2.1904 -3.8966 0.8825 -0.08 -0.32 0.03 -0.080
C 1.4520 -2.7545 0.5282 -0.11 0.21 -0.10 -0.620
S 2.1269 -1.1869 0.6045 -0.43 0.31 -0.12 0.714
H -1.4325 -4.1684 -0.2179 0.01 0.05 -0.02 0.137
H -0.1959 -6.2420 0.4248 -0.02 0.01 -0.02 0.108
H 2.2114 -6.0171 1.1231 0.01 0.01 0.01 0.113
H 3.2135 -3.7378 1.1907 0.01 -0.01 -0.01 0.109
N -5.8501 2.2099 -0.5013 -0.02 0.01 0.00 0.134
C -4.5786 1.7530 -0.3875 0.31 -0.03 0.05 -0.313
C -4.2025 0.4761 -0.8259 -0.18 0.06 -0.03 -0.003
C -2.8924 0.0819 -0.7268 0.15 -0.08 -0.04 -0.114
N -1.9043 0.8506 -0.2327 -0.99 0.19 0.01 -0.114
C -2.2743 2.0681 0.2017 0.04 -0.04 -0.02 -0.122
C -3.5589 2.5481 0.1534 -0.17 0.00 -0.04 -0.003
H -6.5894 1.5885 -0.7721 -0.01 0.01 0.02 0.105
H -6.1046 3.0792 -0.0705 -0.06 -0.01 0.01 0.105
H -4.9427 -0.1982 -1.2371 0.06 -0.03 -0.02 0.114
H -2.5909 -0.9045 -1.0566 -0.01 0.00 0.03 0.104
H -1.4999 2.7008 0.6082 0.10 -0.04 0.02 0.078
H -3.7741 3.5396 0.5304 0.03 0.00 -0.01 0.115
C 0.3450 0.5485 -2.1561 -0.17 0.19 0.26 -0.261
C 1.3947 -0.4330 -2.5104 0.31 -0.05 -0.45 -0.370
C 1.0785 -1.7431 -2.8970 -0.10 0.22 0.13 -0.064
C 2.0623 -2.6719 -3.1636 0.20 -0.13 -0.01 -0.031
C 3.4089 -2.3139 -3.0742 -0.39 0.34 0.05 -0.243
C 3.7428 -0.9994 -2.7333 0.13 -0.15 0.01 -0.037
C 2.7538 -0.0851 -2.4579 -0.18 0.07 -0.06 -0.087
C 4.4285 -3.2664 -3.3684 0.27 -0.26 -0.06 -0.198
N 5.2498 -4.0347 -3.6131 -0.05 0.04 0.04 0.145
H -0.5645 0.3803 -2.7390 -0.05 -0.02 0.09 0.053
H 0.6875 1.5688 -2.3427 0.01 0.01 0.08 0.051
H 0.0351 -2.0260 -2.9636 0.00 -0.04 0.00 0.112
H 1.8043 -3.6850 -3.4460 -0.03 0.02 -0.01 0.119
H 4.7868 -0.7204 -2.6738 -0.02 0.04 -0.01 0.120
H 3.0212 0.9255 -2.1716 0.02 -0.01 0.00 0.115

***

No. 2
8
Properties=species:S:1:pos:R:3:forces:R:3:lowdin_charge:R:1 method="wB97M-V/def2-TZVPD" orbital_gap_ev=10.9 largest_force_ev_per_a=4.6 spin_multiplicity=1 lumo_energy_ev=0.16
N -1.1738 -0.1311 0.1629 1.17 -2.95 1.02 -0.112
O 2.6047 -0.1877 -0.8643 1.45 0.47 -1.66 -0.363
O 0.1339 -0.3735 -0.7997 1.25 -0.09 0.54 -0.346
O -1.1964 -0.9037 1.1533 0.25 0.87 0.68 -0.088
F 1.0367 1.3614 0.4664 1.02 -0.37 -0.06 -0.344
S 1.5873 -0.1877 0.0894 -4.44 0.36 1.12 0.981
H -1.1233 0.8485 0.2453 0.55 1.95 0.68 0.132
H -1.8692 -0.4263 -0.4533 -1.25 -0.25 -2.32 0.141

***

No. 3
12
Properties=species:S:1:pos:R:3:forces:R:3:lowdin_charge:R:1 method="wB97M-V/def2-TZVPD" orbital_gap_ev=11.4 largest_force_ev_per_a=1.0 smiles=O.O.O.O spin_multiplicity=1 lumo_energy_ev=-0.22
O -0.6243 -0.4168 1.0871 -0.54 -0.89 0.08 -0.063
H -0.9565 0.4772 0.9478 0.42 -0.26 0.72 0.009
H 0.2382 -0.4162 0.6568 -0.25 0.08 0.34 0.025
O 3.6466 -0.7183 -0.3193 -0.29 0.16 -0.03 -0.048
H 3.3344 -0.0805 -0.9710 0.17 -0.08 -0.03 0.027
H 2.9227 -0.7798 0.3141 0.17 -0.09 0.07 0.024
O 0.1494 1.6577 -0.0485 0.36 0.58 -0.66 -0.051
H 1.0127 1.5775 -0.4697 -0.03 0.28 0.01 0.054
H -0.4123 1.0548 -0.5485 0.11 0.28 -0.50 0.042
O -3.2554 -0.5893 -0.6239 0.10 0.13 -0.13 -0.058
H -2.6883 -1.3679 -0.5899 -0.02 0.07 0.13 0.034
H -2.7816 0.0689 -0.1031 -0.20 -0.26 0.00 0.006

***

No. 4
13
Properties=species:S:1:pos:R:3:forces:R:3:lowdin_charge:R:1 method="wB97M-V/def2-TZVPD" orbital_gap_ev=9.5 largest_force_ev_per_a=2.9 smiles="C=NN(O)NC" spin_multiplicity=1 lumo_energy_ev=1.02
C 2.0137 -0.1194 -0.1325 -0.52 -0.75 0.63 -0.075
N 1.2796 0.8849 0.0706 -1.73 1.82 -1.40 0.010
N -0.0223 0.9292 0.5342 1.87 -0.22 1.15 -0.289
O -0.7889 1.9497 -0.0291 0.50 -0.29 -0.33 0.001
N -0.7778 -0.2126 0.7423 -0.08 -0.55 0.16 -0.079
C -1.2294 -0.9093 -0.4561 0.18 0.00 -0.30 -0.111
H 1.7746 -1.1514 0.1316 -0.22 -0.04 -0.09 0.059
H 2.9722 0.0594 -0.5940 0.24 0.14 0.22 0.055
H -0.8840 2.6325 0.6503 0.17 -0.33 0.08 0.104
H -0.2243 -0.8183 1.3487 -0.30 0.29 -0.07 0.111
H -0.4189 -1.3016 -1.0803 -0.09 0.01 -0.04 0.063
H -1.8246 -0.2136 -1.0452 -0.01 -0.05 -0.01 0.074
H -1.8700 -1.7295 -0.1406 -0.02 -0.04 -0.01 0.077

***

No. 5
63
Properties=species:S:1:pos:R:3:forces:R:3:lowdin_charge:R:1 method="wB97M-V/def2-TZVPD" orbital_gap_ev=10.5 largest_force_ev_per_a=2.7 smiles=CC(C)O.CC(C)O.CCO.CCO.CCO.CO.CO spin_multiplicity=1 lumo_energy_ev=0.58
C -4.5769 -6.6566 -6.6782 0.35 0.05 -0.71 -0.046
C -3.5861 -7.1376 -7.7992 -2.44 -0.93 0.58 -0.512
C -4.3134 -7.1890 -9.1230 -0.61 0.42 -0.54 -0.075
O -2.4582 -6.3351 -7.9607 0.63 0.24 0.59 -0.036
H -4.8456 -5.6038 -6.7657 0.89 0.38 0.39 0.079
H -4.2187 -7.0014 -5.7082 0.06 0.69 0.11 0.073
H -5.5915 -7.0435 -6.7729 0.23 -0.89 -0.39 0.066
H -3.3279 -8.1513 -7.4931 0.40 -0.20 0.03 0.126
H -3.9134 -7.8228 -9.9145 0.45 -0.20 0.24 0.074
H -4.2457 -6.1666 -9.4946 -0.40 0.09 -0.22 0.086
H -5.3598 -7.4735 -9.0131 0.00 0.05 0.01 0.074
H -1.9538 -6.8202 -8.6178 0.47 0.30 -0.10 0.091
C 5.0245 1.3528 4.1411 0.64 -0.43 0.36 -0.050
C 6.1105 1.5564 5.2122 -0.28 1.08 0.08 -0.489
C 6.5887 3.0025 5.4247 0.79 0.36 -1.52 -0.064
O 5.5046 1.2843 6.4454 -0.97 -1.25 1.37 -0.070
H 5.2919 1.8178 3.1922 -0.40 0.48 0.15 0.077
H 4.0830 1.6216 4.6200 -0.05 0.60 -0.55 0.082
H 4.9096 0.2961 3.8992 0.19 -0.20 0.19 0.069
H 6.9320 0.8650 5.0249 0.29 0.17 0.00 0.132
H 7.2361 3.3128 4.6046 0.32 -0.03 -0.15 0.068
H 7.1579 3.1369 6.3445 -0.08 -0.35 0.01 0.075
H 5.8214 3.7765 5.4060 -0.54 -0.46 0.22 0.079
H 6.0097 0.6730 6.9865 0.09 0.02 -0.16 0.092
C -0.3708 3.1249 12.0271 1.09 0.40 0.29 -0.089
C 0.4582 2.3437 11.0686 0.22 -0.96 -1.62 -0.351
O 1.3260 3.2164 10.3397 0.05 0.27 0.44 -0.084
H -0.7382 2.4505 12.8006 -0.57 0.29 -0.16 0.079
H -1.0787 3.7960 11.5406 -0.30 -0.42 0.15 0.081
H 0.3769 3.7673 12.4923 -0.17 0.24 0.42 0.077
H -0.1106 1.7969 10.3166 -0.63 0.00 0.01 0.104
H 1.0161 1.5410 11.5507 0.32 0.21 0.50 0.106
H 1.9019 2.6882 9.7821 -0.01 -0.03 -0.04 0.078
C -2.3054 -0.5415 2.7690 -0.11 -0.57 -0.88 -0.076
C -1.8621 -1.2329 1.4688 0.47 -0.35 -0.56 -0.320
O -2.9654 -1.7930 0.7464 -0.77 0.10 0.67 -0.099
H -2.8169 -1.2990 3.3629 -0.46 0.22 -0.06 0.072
H -2.9397 0.3004 2.4915 -0.24 -0.13 0.35 0.073
H -1.5128 -0.1828 3.4256 0.37 0.02 -0.50 0.069
H -1.1785 -2.0609 1.6566 0.30 0.07 0.41 0.101
H -1.3865 -0.5971 0.7220 0.43 0.63 0.56 0.103
H -2.6194 -2.1965 -0.0531 0.03 0.01 0.01 0.076
C -3.4108 4.4201 -3.6725 -0.09 -0.94 -0.18 -0.104
C -3.5972 5.8358 -4.1016 0.50 0.31 -0.05 -0.343
O -3.8128 6.6469 -2.9542 -0.16 -0.09 0.12 -0.073
H -3.1089 3.8477 -4.5496 -0.02 -0.12 -0.11 0.074
H -4.3295 3.9641 -3.3035 0.02 0.10 0.19 0.076
H -2.6104 4.2828 -2.9455 -0.11 0.26 0.14 0.078
H -4.3816 5.9055 -4.8552 -0.36 0.12 0.18 0.110
H -2.6769 6.1183 -4.6128 0.18 0.41 -0.03 0.104
H -4.2396 7.4799 -3.1680 0.05 -0.05 -0.26 0.079
C 2.7041 3.1651 -4.3293 -2.10 1.61 0.71 -0.173
O 2.4784 3.7486 -5.5872 1.29 -0.32 -2.12 -0.136
H 3.6796 2.7756 -4.0380 -0.03 -0.27 -0.56 0.079
H 2.4534 4.0738 -3.7820 0.34 -0.63 1.83 0.076
H 1.8375 2.5084 -4.2532 0.60 -0.58 0.61 0.083
H 3.1714 4.4064 -5.6795 -0.10 0.19 -0.46 0.071
C 2.0738 -3.8370 -3.6338 -0.52 -0.03 0.12 -0.165
O 0.6753 -4.0711 -3.6626 -0.42 0.00 -0.13 -0.131
H 2.5996 -4.7693 -3.4274 0.24 0.06 0.12 0.072
H 2.4446 -3.4146 -4.5677 0.05 0.12 0.01 0.075
H 2.1848 -3.1209 -2.8196 0.51 -0.09 -0.09 0.078
H 0.3919 -4.3823 -4.5254 0.13 -0.06 -0.03 0.071

***

Sequential E_tot output: -4061.01068, -779.56929, -305.72080, -319.75614, -1085.11670 a.u.